1.
Molecular formula: C5H10FPS2
Method: DFT, ωB97M-V with the def2-TZVPD basis set

Last column: natural (NBO) charge in e.
Positions of all 19 atoms, in Å:
C 0.00 -2.82 -0.57  -0.815
C -0.17 0.57 1.67  -0.633
C 0.64 1.81 -0.30  -0.638
C -1.48 0.30 -0.54  -0.635
C -0.10 0.50 0.10  -0.274
F 1.19 -0.72 -2.15  -0.580
P 1.14 -0.90 -0.51  1.451
S -0.70 -3.15 0.80  0.264
S 2.89 -1.22 0.21  -0.433
H 0.09 -3.28 -1.53  0.254
H 0.88 0.26 2.07  0.234
H -0.42 1.54 2.06  0.228
H -0.87 -0.21 2.07  0.223
H 0.03 2.71 -0.17  0.225
H 0.81 1.85 -1.36  0.223
H 1.52 1.82 0.35  0.229
H -2.22 -0.05 0.15  0.227
H -1.80 1.23 -0.90  0.218
H -1.44 -0.23 -1.46  0.233

As for the total energy: -39021.649 eV. As for the energy above the lowest of the compared OMol25 structures with the same formula, charge and spin: 0.0 kcal/mol. The calculation puts the gap between HOMO and LUMO (spin up / spin down) at 7.573 / 6.949 eV. Its HOMO energy (spin up / spin down) is -6.893 / -9.392 eV. Its multiplicity is 3.

***

2.
Molecular formula: C5H10GdO5
Method: DFT, ωB97M-V with the def2-TZVPD basis set

Last column: Löwdin spin population.
Positions of all 21 atoms, in Å:
C -2.58 -0.78 1.39  0.232
C -3.37 -1.93 0.82  0.029
O -3.85 -1.57 -0.49  -0.004
C -4.60 -2.43 -1.13  -0.026
O -4.87 -3.58 -0.65  -0.087
O -5.15 -2.07 -2.21  -0.093
O -2.04 -1.19 2.61  0.554
Gd -6.36 -4.17 -2.64  6.215
H -3.23 0.10 1.51  0.089
H -4.22 -2.16 1.47  0.005
H -2.76 -2.84 0.73  0.006
H -1.23 -0.68 2.80  0.005
H -1.64 -0.27 0.71  0.108
C 0.16 0.91 0.20  0.671
C 1.29 0.79 1.16  0.117
O 0.78 0.75 2.49  0.053
H 0.36 0.63 -0.83  0.034
H -0.47 1.79 0.32  0.040
H 1.98 1.65 1.06  0.038
H 1.88 -0.12 0.95  0.013
H 1.50 0.77 3.12  0.001

As for the total energy: -36397.959 eV. The calculation puts the gap between HOMO and LUMO (spin up / spin down) at 6.625 / 3.548 eV. Its HOMO energy (spin up / spin down) is -14.749 / -15.568 eV. The total charge is +2. Its multiplicity is 9.

***

3.
Molecular formula: C5H10IN4O
Method: DFT, ωB97M-V with the def2-TZVPD basis set

Last column: natural (NBO) charge in e.
Positions of all 21 atoms, in Å:
C 0.55 0.76 -1.48  -0.699
C 0.45 0.48 0.02  0.197
C 0.21 1.69 0.83  -0.676
C 1.66 -0.40 0.55  -0.292
I 3.54 0.71 0.17  0.227
N 1.73 -1.77 -0.03  -0.020
N 0.67 -2.25 -0.42  -0.152
C -0.62 -1.73 -0.25  0.636
O -1.43 -2.74 -0.40  -0.598
N -0.90 -0.52 0.24  -0.148
N -2.08 0.00 0.50  -0.601
H 1.00 1.73 -1.70  0.271
H -0.46 1.10 -1.91  0.253
H 0.97 -0.10 -2.01  0.242
H 1.10 1.81 1.45  0.263
H -0.73 1.78 1.38  0.223
H 0.06 2.51 0.03  0.248
H 1.68 -0.48 1.74  0.287
H -2.41 -2.69 -0.23  0.527
H -2.82 -0.67 0.42  0.390
H -2.17 0.79 1.11  0.420

As for the total energy: -21444.514 eV. As for the energy above the lowest of the compared OMol25 structures with the same formula, charge and spin: 71.5 kcal/mol. The calculation puts the gap between HOMO and LUMO at 8.115 eV. Its SMILES is CC1(C)[C@H](I)N=NC(O)=[N+]1N. Its HOMO energy is -13.277 eV. The total charge is +1.

***

4.
Molecular formula: C5H10N
Method: DFT, ωB97M-V with the def2-TZVPD basis set

Last column: natural (NBO) charge in e.
Positions of all 16 atoms, in Å:
C -0.61 -1.61 0.80  -0.601
C -0.15 -0.66 -0.38  -0.067
C -1.06 -0.26 -1.44  -0.160
C -0.88 1.08 -1.42  0.057
N 0.03 0.75 0.07  -0.388
C 1.40 1.17 0.32  -0.426
H -1.05 -0.87 1.53  0.212
H 0.19 -2.16 1.21  0.243
H -1.31 -2.30 0.49  0.241
H 0.86 -0.93 -0.79  0.243
H -1.52 -0.85 -2.25  0.267
H -1.29 1.98 -1.66  0.238
H -0.52 1.19 0.80  0.438
H 2.16 0.70 -0.26  0.237
H 1.54 2.17 0.10  0.235
H 1.48 1.04 1.41  0.231

As for the total energy: -6827.416 eV. As for the energy above the lowest of the compared OMol25 structures with the same formula, charge and spin: 64.2 kcal/mol. The calculation puts the gap between HOMO and LUMO at 11.611 eV. Its SMILES is C[C@H]1C=C[N@@H+]1C. Its HOMO energy is -15.363 eV. The total charge is +1.